Record 1
37 unconnected molecules or ions with the total composition C2H80BNO37PS. Source: the OMol25 dataset; level of theory: ωB97M-V with the def2-TZVPD basis set.

Gap between HOMO and LUMO   4.5 eV

```
! wB97M-V def2-TZVPD RIJCOSX def2/J DEFGRID3
* xyz -1 1
H -3.53 -3.52 -2.49
H -1.88 3.13 8.66
O 5.72 2.14 -2.85
B -4.33 1.33 -1.49
O -4.63 4.02 1.06
H 7.43 2.27 -0.80
O 2.76 -0.99 1.92
P -3.46 -0.37 -1.97
H 1.35 2.90 -2.33
H -8.05 1.94 1.32
H -2.63 2.11 9.49
O -3.27 3.81 3.87
O 6.34 -0.29 1.65
H -3.32 2.42 6.10
S -0.37 -0.24 0.53
H 7.26 -0.37 1.37
O 10.31 0.22 0.72
H 3.61 1.66 0.62
H -1.35 1.68 4.09
H 1.69 1.78 -6.95
H 1.94 -5.87 -1.84
H 4.47 -5.18 4.39
H 0.27 -4.03 -5.89
O -4.10 2.41 -2.33
O 7.45 1.40 -0.39
H 1.79 -4.59 3.02
H -4.24 4.65 1.67
O 5.13 -3.62 -2.16
H -3.44 -0.75 -0.52
H -3.49 0.65 4.08
O -6.20 5.49 -2.37
H -4.67 1.41 0.67
H 2.08 1.59 -4.19
O 1.30 2.16 -1.72
H 2.46 -1.27 5.49
H -4.74 -1.05 -2.09
H -2.06 1.64 6.38
H 1.39 1.70 4.98
H -4.64 -4.13 -3.33
O 1.69 2.42 -4.48
H 0.99 -4.57 4.31
H 6.21 -5.67 0.83
H 9.73 0.69 0.12
H -3.07 3.96 4.80
C -5.24 1.41 -0.24
H -3.92 4.78 -2.25
H 0.38 -1.81 3.95
H -3.96 3.91 0.37
O -1.91 2.20 8.87
H -7.93 1.40 4.54
H 4.83 -2.73 -1.92
O -1.33 3.17 -3.87
H 2.34 -1.87 1.97
O -1.37 -4.99 -7.78
H -3.50 0.05 -3.40
O 2.46 -1.65 4.60
H -5.93 0.60 -0.29
O -7.88 1.04 1.07
H -4.08 3.24 -5.73
O 0.26 -4.78 -5.29
O -3.38 5.01 -1.48
H -4.30 1.93 4.09
O 1.00 -4.95 3.43
H 5.04 -5.12 1.63
H -1.64 -5.70 -8.37
O 4.43 1.70 0.12
H -0.96 -4.34 -8.37
H 3.59 -0.99 0.09
O -0.19 -3.49 -2.59
H -2.63 3.03 -5.36
H 9.91 -0.65 0.81
O -7.16 1.11 4.04
H 4.01 -3.85 3.81
H -6.01 4.90 -1.62
H 0.57 1.62 -2.05
O 4.36 -4.71 3.56
O -0.51 -1.58 3.67
H -2.51 4.16 3.41
O -4.48 -3.62 -2.53
H 6.37 -0.46 2.59
H -0.46 -5.32 -5.61
H 1.16 -0.77 -1.33
H 3.12 -4.96 -1.54
H 3.24 -1.29 4.17
H 2.18 -0.51 1.31
O 4.14 -1.05 -0.71
O 5.58 -4.95 0.84
H 2.46 -1.38 -1.83
O 1.85 1.63 4.14
H -6.44 1.05 4.68
H 6.35 1.42 -2.86
H 5.28 -4.05 -1.31
H -7.39 0.68 1.82
H 0.24 1.99 -7.34
H 4.41 2.57 -0.29
H -2.73 5.63 -1.82
O -2.37 2.53 6.18
H -3.27 2.83 -2.12
O 1.10 1.75 -7.71
H 1.99 0.68 4.02
H -1.19 0.63 3.01
O -1.82 0.95 3.69
H -5.79 2.32 -0.27
H -6.51 6.30 -1.96
H 0.46 -3.81 -3.23
H 0.24 -2.74 -2.16
O -3.23 3.02 -6.11
O -4.36 0.99 4.31
H 1.22 -4.62 0.94
H -0.94 -1.20 4.44
H 1.06 -3.27 0.28
H -0.56 3.65 -3.58
H -2.70 -1.54 -2.33
H -1.34 2.39 -3.28
H 6.63 1.36 0.12
C -1.20 0.38 -0.71
H 0.78 2.18 -4.72
O 2.46 -5.53 -1.12
O 1.57 -1.15 -2.12
N -1.67 0.62 -1.74
H 5.00 -0.72 -0.43
O 1.63 -3.76 0.89
H 5.20 1.99 -2.06
*
```

Record 2
A single C4H5FN2 molecule. Source: the OMol25 dataset; level of theory: ωB97M-V with the def2-TZVPD basis set.

Energy relative to the best compared isomer or geometry (same formula, charge and spin)   472.7 kJ/mol
Gap between HOMO and LUMO (spin up / spin down)   6.1 / 5.8 eV

```
! wB97M-V def2-TZVPD RIJCOSX def2/J DEFGRID3
* xyz 0 1
H 1.98 -0.96 0.17
H 0.16 0.66 -1.33
C -1.11 -0.03 0.13
H 2.02 -0.19 -1.82
F -1.23 -0.87 -0.97
N 1.37 -0.14 -0.04
C -2.11 0.84 0.45
H 0.30 0.42 1.69
H 0.23 -1.18 1.35
C 1.11 0.10 -1.27
N -2.89 1.64 0.77
C 0.20 -0.28 0.86
*
```

Record 3
A single C5H10O3 molecule. Source: the OMol25 dataset; level of theory: ωB97M-V with the def2-TZVPD basis set.

Energy relative to the best compared isomer or geometry (same formula, charge and spin)   454.5 kJ/mol
Gap between HOMO and LUMO   6.8 eV

```
! wB97M-V def2-TZVPD RIJCOSX def2/J DEFGRID3
* xyz 0 1
H -0.42 1.84 -2.23
H -1.42 2.48 -0.93
C -0.99 0.43 -0.73
H 1.55 -0.83 -1.39
H 0.29 2.11 -0.60
C -0.60 1.80 -1.16
H 1.74 -1.70 2.27
O -1.69 -0.25 -1.65
C 1.08 -1.72 1.42
H -1.97 -1.10 -1.29
C -0.90 -0.02 0.65
H 0.51 -2.61 1.20
O 1.49 0.59 1.10
H -1.06 0.77 1.38
H 2.42 0.31 1.14
O 0.77 -0.67 -0.83
C 0.74 -0.54 0.78
H -1.55 -0.86 0.86
*
```

Record 4
A single C2H5BO2 molecule. Source: the OMol25 dataset; level of theory: ωB97M-V with the def2-TZVPD basis set.

Energy relative to the best compared isomer or geometry (same formula, charge and spin)   717.0 kJ/mol
Gap between HOMO and LUMO   6.9 eV

```
! wB97M-V def2-TZVPD RIJCOSX def2/J DEFGRID3
* xyz 0 1
O -1.78 -0.39 -0.75
H -1.07 1.40 -0.13
C -1.27 0.26 0.15
H 0.06 -1.64 0.84
C 0.37 -0.50 0.74
B 1.60 0.39 -1.24
H 0.75 -0.29 1.82
H 2.05 0.80 -2.29
H -1.78 0.13 1.16
O 1.08 -0.14 -0.29
*
```

Record 5
12 unconnected molecules or ions with the total composition C40H109N5O15. Source: the OMol25 dataset; level of theory: ωB97M-V with the def2-TZVPD basis set.

Gap between HOMO and LUMO   8.6 eV

```
! wB97M-V def2-TZVPD RIJCOSX def2/J DEFGRID3
* xyz 0 1
H -6.47 -6.06 -0.13
H -3.77 2.04 0.08
H 0.88 -1.52 6.05
O 4.05 4.19 -6.14
H 5.66 2.84 -5.94
H -7.55 3.18 4.17
H -2.35 -0.57 -0.01
H 2.28 1.62 -0.21
H -4.56 -6.38 1.47
C -3.93 1.91 -0.99
H -2.23 1.05 -4.07
N 1.14 -1.41 7.02
H 6.17 2.26 -1.44
C -0.28 0.48 3.76
H -3.14 6.11 0.09
H -0.73 5.15 0.75
H -1.23 1.94 0.30
H 1.04 -2.39 2.55
O 6.99 -2.17 -1.50
H 1.80 -0.84 -1.60
C 0.68 0.94 -2.29
H -1.33 0.78 3.72
H 0.74 1.43 6.01
C 3.35 -2.31 6.49
H -2.75 -0.05 -5.25
H 6.35 -4.33 2.16
H 4.62 1.12 0.17
C 6.29 -1.09 -2.10
C -1.02 2.85 0.87
H -0.12 3.31 0.45
H -2.08 -3.33 -0.73
C -7.11 -8.42 -1.14
H -0.11 1.61 -1.95
H 1.29 4.31 -6.48
H 2.91 -4.51 -3.83
C -4.82 3.03 -1.50
H -2.23 -0.66 -2.29
H -3.64 -7.15 0.13
O -6.02 -8.02 -0.29
H -1.10 -0.99 -3.52
C 4.44 -4.38 7.12
H 3.27 -3.76 3.16
H -1.01 1.13 6.28
H -2.28 5.21 -1.86
O 2.99 2.26 -0.20
H -2.71 5.00 -5.48
H 0.86 -4.36 -0.40
H -3.42 -0.45 1.31
C -5.96 4.73 2.60
O 3.41 -3.41 7.42
H 3.78 -3.81 1.55
H 6.80 -2.04 -0.57
N 1.60 -2.09 1.76
H -1.78 -5.46 0.42
C 5.19 2.67 -1.19
H -6.68 4.02 2.20
H -2.32 7.08 1.31
C 1.77 3.33 -6.57
H 3.84 0.83 -1.34
H -5.74 3.08 -0.91
H 1.56 -2.88 1.14
H 4.89 -2.40 -3.16
H 4.24 -4.94 6.21
C 4.91 -1.53 -2.50
H -6.51 3.49 5.58
H -0.56 -0.46 7.90
H 4.44 -5.14 7.90
H 0.39 1.34 3.69
C 2.97 -1.85 2.14
O -5.69 4.22 3.89
H 2.31 3.41 -4.49
H 0.06 -0.88 -1.35
H 4.85 3.14 -2.12
N -3.87 -5.11 0.00
H 6.85 -0.71 -2.95
H -5.13 2.93 -2.54
H 3.26 3.92 -8.11
H 1.76 -5.61 -1.87
C -2.17 -0.97 -3.33
C -1.76 4.40 -3.87
H 1.03 2.55 -8.32
C -1.42 4.95 -2.47
H -2.56 -1.98 -3.48
H -2.98 1.81 -1.51
C -0.03 0.67 6.15
H 1.47 1.51 -7.26
C -2.59 -4.77 0.68
O -2.04 3.77 0.67
O -4.18 0.39 -3.89
H 3.09 -0.75 7.89
H 2.14 -2.95 -3.40
H 1.10 -4.10 -3.79
H 6.81 -3.58 3.63
H 2.18 -1.15 4.00
C -2.59 -1.06 0.94
H 2.33 1.81 -5.11
C -2.79 6.11 1.13
H 5.34 3.44 -0.43
H -6.89 -8.55 -2.20
H -7.47 4.76 4.85
H 3.91 -0.75 3.74
H 3.57 2.50 -7.27
H -4.43 1.23 -4.27
H -1.35 4.81 2.33
C 0.94 -0.24 -1.29
H 0.87 0.50 8.10
O -2.60 5.30 -4.58
H -7.47 -9.37 -0.74
H 5.51 -4.71 3.75
H 1.63 1.47 -2.39
H -4.30 3.99 -1.48
C 1.99 -4.55 -1.89
H 6.31 -0.22 -1.44
H 0.05 -0.20 2.98
C 3.20 3.51 -7.11
H 3.44 -1.46 1.24
H 2.70 0.12 2.89
C -2.08 -3.36 0.36
H -6.54 5.65 2.68
H 2.89 -4.43 -1.30
O 5.10 -2.82 2.83
O -0.15 -0.20 5.05
H -2.64 -4.96 1.75
H -1.74 -0.89 1.60
H -4.31 3.84 1.74
C -2.83 0.15 -4.18
N 1.01 2.41 -7.32
C -1.66 5.01 1.31
H 0.79 2.58 -4.67
O 1.11 0.26 -0.01
C -6.86 3.88 4.63
H 4.30 -1.81 -1.64
H -5.38 -6.42 -1.51
C 4.14 1.63 -0.67
H 0.53 0.64 -3.33
C 5.94 -3.95 3.09
H -3.57 5.80 2.99
C -4.79 4.82 1.66
O -4.70 0.76 -1.19
C 2.56 -1.03 6.98
H -0.78 2.68 1.92
H -1.16 -3.18 0.91
H -0.82 4.37 -4.42
C 5.43 3.82 -6.37
H 4.33 -1.98 6.14
C 2.93 -0.87 3.26
H 1.22 -0.50 0.57
H -4.55 -4.43 0.30
H 2.87 -0.28 6.25
C 2.07 -4.04 -3.31
H 6.13 4.39 -5.76
H -2.25 3.43 -3.88
O -3.05 -2.40 0.74
C -5.62 -6.65 -0.47
C -4.40 -6.41 0.39
H 2.98 -2.67 5.53
C 0.36 -0.16 7.41
H -4.56 0.53 -2.11
H 5.43 -3.92 7.13
H 4.49 -0.72 -3.09
O 0.96 -3.87 -1.22
H 5.67 3.81 -7.43
C 3.77 -3.14 2.41
H -5.14 5.00 0.64
H -7.97 -7.75 -1.17
H -0.88 4.19 -1.90
H -0.83 5.86 -2.47
C 1.76 2.74 -5.14
N -3.89 5.91 2.04
*
```

Q: Number 3 is which compound?
A: C5H10O3

Q: Which formula does entry 1 have?
A: C2H80BNO37PS

Q: Which formula does entry 2 have?
A: C4H5FN2